Here is a 2-piece molecular cluster, C4H4N2O overall from the OMol25 dataset. Energies are from ωB97M-V/def2-TZVPD.

CARTESIAN COORDINATES (ANGSTROEM)
1 O 2.50 -1.62 -0.31
2 C 1.41 -1.15 -0.14
3 C 1.34 0.36 0.28
4 C 0.07 0.58 0.38
5 N -1.07 0.11 0.28
6 C -0.93 -1.24 -0.10
7 N 0.19 -1.82 -0.30
8 H 2.26 0.90 0.41
9 H -2.00 3.14 -0.32
10 H -1.92 2.50 0.04
11 H -1.87 -1.77 -0.22

- LUMO energy: -1.43 eV
- Orbital gap: 8.2393 eV
- HOMO: -9.67 eV
- E: -339.43926 Eh

The net atomic charges from natural (NBO), expressed in e, are: number 1, O, carries -0.53; number 2, C, carries 0.65; number 3, C, carries -0.50; number 4, C, carries 0.58; number 5, N, carries -0.52; number 6, C, carries 0.30; number 7, N, carries -0.49; number 8, H, carries 0.29; number 9, H, carries 0.00; number 10, H, carries -0.01; number 11, H, carries 0.21